Here is a structure of composition C18H18BeF6N4Sb at a distorted geometry from OMol25. Energies are from the ωB97M-V functional and the def2-TZVPD basis.

```
48
Properties=species:S:1:pos:R:3:forces:R:3:lowdin_spin:R:1
H 4.022 -2.409 -0.579 0.0 0.0 0.0 0.000
F -2.605 -3.434 0.442 0.1 -0.1 0.0 0.001
F -1.048 -2.107 -2.643 0.2 0.0 -0.1 0.004
Sb -1.866 -3.033 -1.213 -0.6 0.4 -0.2 0.000
H 3.855 -4.097 1.244 0.0 0.0 0.0 0.000
H 0.901 1.931 -2.484 0.0 0.0 0.0 0.013
H -1.704 0.036 2.776 0.0 0.0 0.0 0.000
C 2.059 -3.228 2.053 0.1 -0.1 0.0 0.000
C -3.699 0.861 -2.298 0.0 -0.1 0.0 0.260
C 1.136 -2.220 1.898 -0.1 0.2 0.1 0.000
H -3.465 0.582 -0.146 0.0 0.0 0.0 0.006
C 2.215 -0.366 -1.036 0.0 0.1 0.1 0.001
H 1.293 2.654 -0.533 0.0 0.0 0.0 0.000
F -2.662 -4.356 -2.214 0.1 0.0 0.0 0.001
C 0.627 1.819 1.319 0.0 0.0 0.0 0.000
C 0.806 2.853 2.217 0.0 0.0 0.1 0.000
C 1.426 1.732 0.035 0.0 -0.1 -0.1 0.001
H -3.579 1.183 -4.427 0.0 0.0 0.0 -0.004
H 2.487 1.663 0.279 0.0 0.0 0.0 0.000
C 3.215 -2.373 0.139 0.1 -0.1 0.2 0.000
H 1.950 -3.944 2.854 0.0 0.0 0.0 0.000
N -0.258 0.840 1.541 -0.3 0.3 -0.2 0.000
H 0.154 3.667 4.091 0.0 0.0 0.0 0.000
N -1.619 0.841 -1.043 -0.4 0.2 0.1 0.005
H 2.110 -0.871 -1.995 -0.1 0.0 0.0 0.001
C 2.242 -1.394 0.064 0.1 0.2 -0.2 0.000
F -0.263 -3.879 -0.803 0.1 0.0 0.0 0.000
C 3.118 -3.310 1.156 -0.1 0.1 -0.1 0.000
Be -0.141 -0.291 0.287 1.0 -0.5 0.3 0.000
F -1.045 -1.430 -0.206 -0.2 0.0 0.5 -0.001
C -2.941 0.748 -1.078 0.1 0.0 -0.2 0.228
N 1.052 0.557 -0.831 -0.3 0.2 -0.1 0.000
H 0.806 0.249 -2.910 0.0 0.0 0.0 0.012
H -4.775 0.759 -2.246 0.0 0.0 0.0 0.008
H 3.143 0.208 -1.071 0.0 -0.1 0.0 0.000
C -3.037 1.093 -3.496 0.0 0.0 0.0 -0.004
C -0.891 1.858 3.590 0.0 0.0 0.0 0.000
F -3.290 -1.760 -1.453 0.2 -0.1 0.0 0.033
H 0.291 -2.125 2.569 0.0 0.0 0.0 0.000
H -1.076 1.348 -4.342 0.0 0.0 0.0 0.005
H 1.531 3.631 2.021 0.0 0.0 0.0 0.000
C -1.010 0.857 2.650 0.0 -0.1 0.1 0.000
C -0.990 1.020 -2.187 0.2 -0.1 0.0 0.196
N 1.224 -1.307 0.917 0.0 -0.5 -0.2 0.000
H -1.505 1.842 4.478 0.0 0.0 0.0 0.000
C 0.502 0.967 -2.143 0.0 0.0 -0.1 0.035
C 0.035 2.870 3.370 0.0 0.0 0.0 0.000
C -1.667 1.185 -3.449 -0.1 0.0 -0.1 0.197
```
Forces are in eV/Å.

Multiplicity: 2
ΔE to the lowest compared entry with this formula, charge and spin: 6.9 kcal/mol
Total charge: +2
Frontier orbital gap (alpha / beta): 8.589 / 4.850 eV